{"formula": "C3H7NO3", "method": "the ωB97M-V functional and the def2-TZVPD basis", "species": ["C", "C", "O", "N", "C", "O", "H", "H", "H", "H", "H", "O", "H", "H"], "coordinates": [[-0.3912, -0.1839, -0.9261], [1.1344, -0.4785, -1.0827], [1.7206, -0.3801, -2.1247], [1.9008, -0.3727, 0.1163], [1.4136, -0.4754, 1.4197], [2.0739, -0.9061, 2.3189], [-0.7483, -0.0893, -1.9378], [-0.7667, -0.9707, -0.2664], [-0.3184, 0.6449, -0.2274], [2.8639, -0.6028, -0.0301], [0.4037, -0.0748, 1.5544], [-2.7936, 1.1429, 0.1926], [-3.6601, 0.7657, 0.3584], [-2.8326, 1.9809, 0.6349]], "forces_ev_per_a": [[3.0, -1.6, 1.3], [-0.5, 2.6, 0.8], [0.1, -1.0, -0.5], [-1.2, -0.8, -0.2], [0.4, 0.0, -0.9], [0.2, 0.0, 0.6], [-0.7, 0.3, 0.2], [-0.7, -0.1, -0.7], [-0.8, 0.7, -0.8], [0.5, -0.2, 0.1], [-0.2, -0.1, 0.0], [-0.1, -0.5, -0.2], [-0.1, -0.2, -0.1], [0.1, 0.8, 0.3]], "molar_mass_g_mol": 105.09, "relative_energy_kj_mol": 136.2, "smiles": "CC(=O)NC=O.O", "lumo_energy_ev": 0.39, "largest_force_ev_per_a": 3.6}


{"formula": "C35H18Cl5N4O10S4Y", "method": "the ωB97M-V functional and the def2-TZVPD basis", "species": ["Y", "O", "C", "O", "C", "C", "C", "N", "C", "C", "C", "C", "C", "C", "C", "N", "C", "C", "C", "C", "C", "N", "H", "H", "H", "H", "H", "H", "H", "H", "H", "H", "O", "S", "O", "O", "C", "C", "C", "C", "C", "C", "S", "O", "O", "O", "H", "H", "H", "H", "Cl", "C", "C", "C", "Cl", "C", "Cl", "C", "Cl", "C", "Cl", "O", "S", "O", "N", "C", "S", "C", "C", "C", "C", "C", "C", "H", "H", "H", "H"], "coordinates": [[-0.1363, -0.0068, -0.0392], [-6.3020, 3.2636, 2.3420], [-5.1531, 3.6705, 2.5984], [-4.7651, 4.7002, 3.1914], [-4.0171, 2.7684, 2.0839], [-4.2436, 1.8105, 1.1089], [-3.1759, 1.0925, 0.5901], [-1.9212, 1.2976, 1.0116], [-1.6989, 2.1914, 1.9792], [-2.7158, 2.9518, 2.5257], [-0.2638, 2.4264, 2.3339], [0.1144, 3.0617, 3.5119], [1.4462, 3.3752, 3.6975], [2.3575, 3.0805, 2.6930], [1.9021, 2.4144, 1.5725], [0.6270, 2.0646, 1.4088], [-3.3582, 0.0867, -0.5042], [-4.5871, -0.5046, -0.7434], [-4.7105, -1.3594, -1.8247], [-3.6110, -1.5986, -2.6299], [-2.4088, -1.0098, -2.2893], [-2.2805, -0.1969, -1.2395], [-5.2556, 1.6773, 0.7531], [-2.5330, 3.7338, 3.2497], [-0.6262, 3.2922, 4.2646], [1.7716, 3.8491, 4.6152], [3.4042, 3.3368, 2.7836], [2.5755, 2.1499, 0.7664], [-5.4231, -0.3072, -0.0885], [-5.6624, -1.8290, -2.0391], [-3.6734, -2.2270, -3.5070], [-1.5107, -1.1949, -2.8630], [1.6514, -0.5068, 1.2558], [-0.4482, -1.9699, 2.4099], [-1.4474, -2.4179, 3.4077], [-1.1661, -1.4519, 1.1333], [0.2262, -3.5790, 1.7641], [0.2129, -4.5445, 2.7775], [0.7639, -5.7973, 2.6117], [1.3634, -6.1228, 1.4048], [1.3854, -5.1968, 0.3854], [0.8202, -3.9174, 0.5327], [1.0316, -3.0725, -1.0717], [0.3876, -3.9408, -2.0248], [2.4585, -2.9451, -1.2108], [0.3714, -1.7293, -1.0972], [-0.2607, -4.2686, 3.7104], [0.7379, -6.5138, 3.4251], [1.8054, -7.1002, 1.2523], [1.8487, -5.4463, -0.5593], [2.8983, -2.0799, 3.4489], [3.6426, -1.5998, 1.9684], [2.8691, -0.8650, 1.0444], [3.5437, -0.4987, -0.1446], [2.5901, 0.3349, -1.3262], [4.8612, -0.8233, -0.3999], [5.5912, -0.3585, -1.9037], [5.5992, -1.5339, 0.5420], [7.2618, -1.9409, 0.2387], [4.9744, -1.9185, 1.7234], [5.8818, -2.7984, 2.9159], [-3.2430, 3.1708, -5.1968], [-3.2640, 2.4762, -3.9386], [-4.1747, 1.3702, -3.8011], [-1.7479, 2.0073, -3.5048], [-1.3571, 2.5987, -2.4109], [0.1573, 2.3945, -1.6304], [-2.3805, 3.5378, -1.8191], [-2.3124, 4.2541, -0.6379], [-3.3932, 5.0584, -0.2920], [-4.5077, 5.1508, -1.1245], [-4.5808, 4.4155, -2.3028], [-3.5077, 3.6030, -2.6086], [-1.4383, 4.1632, -0.0048], [-3.3768, 5.6109, 0.6391], [-5.3344, 5.7893, -0.8394], [-5.4489, 4.4693, -2.9476]], "forces_ev_per_a": [[0.6, 2.3, 0.3], [0.1, 0.1, 0.0], [-0.2, 0.1, 0.1], [-0.1, -0.1, -0.1], [0.2, -0.1, -0.1], [-0.1, -0.1, 0.0], [0.1, -0.1, 0.0], [-0.3, 0.1, -0.1], [0.3, 0.0, 0.0], [0.0, 0.0, 0.1], [-0.3, 0.1, -0.2], [0.0, 0.0, 0.1], [0.0, 0.0, 0.0], [0.0, 0.0, 0.0], [-0.1, -0.1, 0.0], [0.0, -0.1, 0.3], [0.0, 0.3, 0.3], [-0.1, 0.0, -0.1], [0.0, 0.0, 0.0], [-0.1, 0.0, 0.0], [0.0, 0.0, 0.1], [-0.1, -0.1, -0.2], [0.0, 0.0, 0.0], [0.0, 0.0, 0.0], [0.0, 0.0, 0.0], [0.0, 0.0, 0.0], [0.0, 0.0, 0.0], [0.0, -0.1, 0.0], [0.0, 0.0, 0.0], [0.0, 0.0, 0.0], [0.0, 0.0, 0.0], [0.0, 0.0, 0.0], [0.5, -0.3, -0.1], [-0.6, -0.3, 0.1], [0.0, 0.0, -0.2], [-0.3, -0.7, 0.9], [0.1, -0.2, -0.2], [0.0, 0.1, -0.1], [0.0, -0.1, 0.0], [0.0, -0.1, 0.0], [-0.1, 0.3, 0.0], [-0.1, 0.0, 0.2], [-0.3, 0.0, -0.2], [-0.1, -0.1, 0.0], [0.3, 0.1, 0.0], [0.4, -1.6, -0.6], [0.0, 0.0, 0.0], [0.0, 0.0, 0.0], [0.0, 0.0, 0.0], [0.0, 0.0, 0.0], [0.0, 0.1, 0.0], [0.2, 0.0, 0.2], [0.1, 0.3, -0.1], [0.0, 0.0, -0.2], [0.4, 0.2, 0.1], [0.0, 0.1, -0.2], [-0.1, -0.1, 0.2], [0.2, -0.1, 0.0], [-0.2, 0.1, 0.0], [0.0, -0.1, 0.1], [-0.1, 0.1, -0.1], [0.0, 0.0, -0.1], [0.0, -0.1, 0.0], [-0.1, -0.1, -0.1], [0.3, 0.1, 0.1], [-0.2, 0.0, 0.0], [-0.4, 0.0, -0.6], [0.2, -0.1, 0.1], [0.0, 0.1, 0.0], [0.0, 0.0, -0.1], [0.0, 0.0, 0.0], [0.0, -0.1, 0.0], [-0.1, 0.2, 0.1], [0.0, 0.1, 0.0], [-0.1, 0.0, 0.0], [0.0, 0.0, 0.0], [0.0, 0.0, 0.0]], "molar_mass_g_mol": 1048.99, "relative_energy_kj_mol": 66.7, "total_charge": -2, "lumo_energy_ev": 3.66, "largest_force_ev_per_a": 2.4}


| no. | gap between HOMO and LUMO (eV) | energy (a.u.) |
| --- | --- | --- |
| 1 | 10.5117 | -398.98578 |
| 2 | 7.3692 | -6248.45191 |